[1]
The following is a DFT calculation (ωB97M-V/def2-TZVPD) of a cluster of 7 separate species, C49H76BCl2F21N3O18 in total at a distorted geometry.

Geometry as XYZ:
```
170
Properties=species:S:1:pos:R:3
C 2.793 4.218 -6.193
C 3.224 2.928 -5.224
C 3.783 1.642 -6.071
C 5.013 0.818 -5.309
C 4.640 -0.812 -5.257
C 5.358 -1.540 -3.990
C 4.584 -2.783 -3.298
C 2.964 -2.679 -3.136
C 2.429 -1.915 -1.790
N 1.106 -2.523 -1.275
O 1.212 -3.635 -0.531
C 0.162 -1.424 -0.758
N -1.201 -1.424 -0.588
C -1.819 -0.133 -0.034
C -3.305 0.209 -0.676
C -3.529 1.844 -0.403
C -5.095 2.220 -0.039
C -5.696 3.077 -1.327
C -5.065 4.608 -1.438
O -5.222 5.371 -0.170
C -5.921 6.626 -0.528
C -5.120 8.053 -0.681
O -7.245 6.548 -0.743
N 1.193 -0.298 -0.530
C 1.841 -0.494 0.808
Cl 0.802 -1.537 2.001
C 2.082 0.930 1.653
C 3.694 1.248 1.900
Cl 1.212 2.270 0.703
C 2.065 -0.326 -1.786
C 1.478 0.392 -3.167
C 0.335 -0.455 -3.960
O 0.819 -0.652 -5.367
C -1.099 0.388 -4.134
F -1.352 1.334 -3.023
F -2.235 -0.514 -4.455
F -0.890 1.231 -5.371
B 3.487 0.559 -1.646
O 4.630 -0.077 -0.937
O 3.656 1.939 -2.140
H 2.029 4.934 -5.623
H 3.749 4.860 -6.419
H 2.252 3.837 -7.168
H 3.961 3.354 -4.421
H 2.222 2.637 -4.650
H 4.189 2.049 -7.110
H 2.856 0.963 -6.319
H 5.184 1.254 -4.219
H 6.018 0.976 -5.924
H 3.476 -0.859 -5.298
H 5.060 -1.293 -6.264
H 6.391 -1.975 -4.405
H 5.700 -0.673 -3.244
H 4.822 -3.817 -3.845
H 5.037 -2.916 -2.201
H 2.392 -2.318 -4.120
H 2.592 -3.809 -3.010
H 3.176 -2.306 -0.958
H 0.333 -4.126 -0.704
H -1.762 -2.275 -0.813
H -1.162 0.819 -0.204
H -1.909 -0.267 1.150
H -3.212 -0.026 -1.831
H -4.137 -0.430 -0.145
H -3.248 2.493 -1.348
H -2.784 2.198 0.460
H -5.652 1.204 0.151
H -5.093 2.943 0.904
H -6.867 3.206 -1.290
H -5.425 2.508 -2.319
H -5.525 5.166 -2.370
H -3.892 4.559 -1.630
H -4.837 8.460 0.395
H -5.887 8.829 -1.132
H -4.132 7.952 -1.316
H 2.881 -1.028 0.807
H 1.621 0.836 2.750
H 4.301 0.274 2.147
H 4.182 1.843 0.987
H 3.782 2.001 2.822
H 1.200 1.499 -2.910
H 2.421 0.457 -3.896
H 0.101 -1.522 -3.536
H 0.681 -1.625 -5.574
H 5.448 0.476 -1.189
H 2.925 2.477 -1.714
C -7.559 8.408 2.628
C -7.437 9.920 2.574
O -7.683 10.494 3.866
C -6.636 10.462 4.750
O -5.539 9.974 4.492
C -7.017 11.145 6.062
F -8.243 10.762 6.520
F -7.065 12.503 5.938
F -6.139 10.887 7.072
H -8.531 8.115 3.038
H -7.449 7.974 1.630
H -6.796 7.972 3.280
H -8.195 10.323 1.895
H -6.460 10.234 2.187
C 3.801 -8.352 0.923
C 4.279 -7.021 1.475
O 5.524 -6.639 0.870
C 5.440 -6.070 -0.374
O 4.383 -5.885 -0.971
C 6.826 -5.670 -0.878
F 7.757 -6.648 -0.691
F 7.304 -4.563 -0.239
F 6.845 -5.379 -2.209
H 4.576 -9.116 1.041
H 2.895 -8.681 1.438
H 3.584 -8.281 -0.147
H 4.462 -7.116 2.550
H 3.525 -6.235 1.346
C -4.465 14.077 5.776
C -3.402 13.485 4.868
O -2.967 14.452 3.899
C -2.052 15.373 4.337
O -1.609 15.406 5.482
C -1.641 16.308 3.200
F -2.708 16.767 2.484
F -0.818 15.693 2.303
F -0.973 17.414 3.634
H -5.294 14.480 5.185
H -4.852 13.319 6.462
H -4.063 14.905 6.367
H -3.825 12.644 4.310
H -2.551 13.096 5.439
C 9.542 -4.483 1.579
C 8.986 -3.211 2.193
O 9.004 -3.291 3.627
C 10.208 -3.032 4.229
O 11.233 -2.750 3.615
C 10.076 -3.104 5.749
F 9.383 -4.202 6.167
F 9.418 -2.023 6.259
F 11.279 -3.152 6.388
H 9.005 -5.358 1.956
H 9.457 -4.455 0.489
H 10.596 -4.620 1.839
H 7.940 -3.088 1.894
H 9.526 -2.323 1.845
C -2.481 -11.436 2.413
C -2.003 -10.105 2.964
O -0.758 -9.723 2.360
C -0.842 -9.154 1.116
O -1.899 -8.970 0.519
C 0.543 -8.754 0.612
F 1.475 -9.733 0.799
F 1.022 -7.648 1.250
F 0.563 -8.463 -0.719
H -1.706 -12.201 2.530
H -3.387 -11.766 2.928
H -2.698 -11.366 1.343
H -1.820 -10.200 4.040
H -2.757 -9.319 2.836
C -6.816 -11.836 -2.635
C -7.372 -10.564 -2.021
O -7.354 -10.644 -0.587
C -6.150 -10.385 0.015
O -5.125 -10.103 -0.599
C -6.282 -10.457 1.535
F -6.976 -11.556 1.953
F -6.940 -9.377 2.045
F -5.079 -10.506 2.174
H -7.353 -12.712 -2.258
H -6.901 -11.809 -3.725
H -5.762 -11.974 -2.375
H -8.418 -10.441 -2.320
H -6.832 -9.676 -2.369
```

Values from the calculation:
Frontier orbital gap, eV: 8.090
Charge: +1
Electronic energy, eV: -176140.5701
Highest occupied orbital energy, eV: -12.07


[2]
The following is a DFT calculation (ωB97M-V/def2-TZVPD) of a cluster of 11 separate species, C49H79BrN10O2 in total.

Geometry as XYZ:
```
141
Properties=species:S:1:pos:R:3
C 1.794 2.406 -2.675
C 2.717 2.512 -3.902
Br 2.166 3.996 -5.048
C 2.838 1.200 -4.715
C 4.274 0.801 -4.834
C 4.839 -0.213 -4.184
C 6.293 -0.448 -4.397
O 6.787 -1.551 -4.454
C 7.103 0.792 -4.605
C 6.551 1.805 -5.261
C 5.145 1.630 -5.738
O 4.747 2.069 -6.789
H 1.623 1.361 -2.429
H 0.852 2.901 -2.877
H 2.261 2.882 -1.818
H 3.708 2.793 -3.556
H 2.273 0.406 -4.232
H 2.431 1.344 -5.715
H 4.270 -0.845 -3.515
H 8.122 0.831 -4.244
H 7.065 2.730 -5.481
C -1.780 -0.122 -1.954
C -2.940 0.763 -1.513
C -2.722 2.243 -1.844
C -1.540 2.769 -1.162
N -0.615 3.162 -0.607
H -0.856 0.150 -1.441
H -1.986 -1.168 -1.728
H -1.608 -0.038 -3.029
H -3.097 0.658 -0.437
H -3.860 0.436 -2.000
H -3.579 2.830 -1.523
H -2.594 2.379 -2.920
C -4.250 0.743 3.261
C -3.140 1.777 3.411
C -3.609 3.202 3.099
C -4.074 3.301 1.715
N -4.411 3.378 0.620
H -4.621 0.696 2.235
H -3.887 -0.251 3.524
H -5.094 0.977 3.913
H -2.304 1.522 2.756
H -2.762 1.769 4.433
H -2.798 3.916 3.239
H -4.421 3.496 3.761
C -3.327 0.642 8.167
C -2.555 1.766 8.846
C -3.236 3.132 8.696
C -3.361 3.512 7.288
N -3.451 3.812 6.184
H -3.402 0.804 7.090
H -2.829 -0.314 8.322
H -4.340 0.562 8.568
H -1.546 1.821 8.433
H -2.452 1.552 9.911
H -2.667 3.909 9.206
H -4.237 3.111 9.131
C 4.734 -5.252 -1.058
C 5.814 -4.382 -1.689
C 6.014 -3.056 -0.947
C 4.789 -2.255 -0.958
N 3.824 -1.635 -1.016
H 3.760 -4.760 -1.093
H 4.646 -6.197 -1.597
H 4.964 -5.475 -0.014
H 5.565 -4.180 -2.732
H 6.763 -4.922 -1.692
H 6.806 -2.472 -1.418
H 6.298 -3.236 0.091
C -9.887 3.769 -1.290
C -8.543 4.147 -0.680
C -7.388 3.275 -1.187
C -7.581 1.865 -0.843
N -7.727 0.764 -0.553
H -10.172 2.749 -1.033
H -10.672 4.433 -0.927
H -9.862 3.842 -2.377
H -8.593 4.074 0.409
H -8.313 5.188 -0.918
H -6.444 3.594 -0.744
H -7.299 3.356 -2.272
C 7.771 -6.745 2.369
C 8.848 -5.848 1.772
C 9.037 -4.546 2.555
C 7.808 -3.749 2.568
N 6.846 -3.122 2.568
H 6.793 -6.261 2.350
H 7.690 -7.676 1.807
H 8.006 -6.997 3.405
H 8.599 -5.616 0.733
H 9.802 -6.376 1.763
H 9.831 -3.943 2.115
H 9.323 -4.762 3.583
C -3.413 8.464 1.397
C -3.948 7.057 1.158
C -4.116 6.725 -0.328
C -5.071 7.627 -0.975
N -5.834 8.325 -1.474
H -4.102 9.220 1.016
H -3.277 8.648 2.463
H -2.449 8.606 0.906
H -4.908 6.937 1.664
H -3.264 6.326 1.592
H -4.479 5.703 -0.445
H -3.159 6.803 -0.847
C 1.814 -8.162 -2.868
C 2.094 -7.312 -4.101
C 3.061 -7.994 -5.075
C 4.356 -8.259 -4.443
N 5.363 -8.448 -3.927
H 2.727 -8.342 -2.298
H 1.107 -7.661 -2.207
H 1.388 -9.130 -3.141
H 2.508 -6.349 -3.795
H 1.158 -7.105 -4.622
H 3.234 -7.370 -5.952
H 2.651 -8.946 -5.418
C 9.171 -5.355 7.576
C 9.613 -6.807 7.438
C 11.045 -6.947 6.907
C 11.182 -6.352 5.576
N 11.284 -5.894 4.529
H 9.163 -4.847 6.610
H 8.163 -5.299 7.984
H 9.836 -4.803 8.243
H 8.930 -7.338 6.773
H 9.561 -7.301 8.409
H 11.331 -7.997 6.837
H 11.752 -6.452 7.574
C -11.092 6.071 -5.782
C -12.083 5.194 -6.536
C -13.020 4.419 -5.604
C -12.274 3.521 -4.719
N -11.689 2.817 -4.028
H -10.433 5.473 -5.150
H -10.465 6.629 -6.477
H -11.609 6.791 -5.144
H -11.543 4.489 -7.170
H -12.693 5.813 -7.197
H -13.727 3.817 -6.177
H -13.596 5.107 -4.983
```

Values from the calculation:
Frontier orbital gap, eV: 9.038
Charge: 0
Electronic energy, eV: -141130.5547
Highest occupied orbital energy, eV: -9.69


[3]
The following is a DFT calculation (ωB97M-V/def2-TZVPD) of a cluster of 7 separate species, C49H80BrF9N3O20S in total at a distorted geometry.

Geometry as XYZ:
```
163
Properties=species:S:1:pos:R:3
C -2.554 -8.459 3.269
C -2.727 -7.065 3.872
C -2.812 -5.985 2.791
C -2.375 -4.629 3.318
C -2.543 -3.503 2.257
C -4.004 -2.945 2.111
C -4.034 -1.421 1.791
C -4.178 -1.099 0.273
C -5.562 -0.541 -0.204
C -5.451 0.968 -0.643
C -4.791 1.042 -2.043
C -3.854 2.276 -2.250
C -2.743 1.939 -3.221
N -1.812 3.107 -3.451
C -0.589 2.901 -3.823
N 0.419 3.746 -3.990
C 0.266 5.175 -3.712
C 1.617 5.827 -3.629
C 1.528 7.350 -3.216
O 1.950 6.665 -4.574
C 1.305 3.234 -5.047
Br 0.980 4.207 -6.714
C 0.869 1.707 -5.016
C 0.181 1.306 -6.332
C -0.264 -0.175 -6.277
O 0.416 -0.923 -5.273
N -0.161 1.612 -4.003
C 0.107 1.272 -2.595
C 1.334 0.551 -2.136
C 0.952 0.340 -0.716
F 1.985 0.532 0.126
F 0.042 1.326 -0.437
C 0.193 -0.950 -0.420
F -0.679 -0.637 0.501
F -0.547 -1.232 -1.520
S 1.223 -2.485 0.011
F 0.011 -3.086 0.825
F 1.736 -1.792 1.323
F 2.433 -1.909 -0.829
F 0.690 -3.244 -1.265
F 2.097 -3.738 0.351
H -3.199 -8.600 2.405
H -1.520 -8.605 2.971
H -2.814 -9.229 3.989
H -3.638 -7.063 4.461
H -1.872 -6.880 4.514
H -2.187 -6.303 1.960
H -3.847 -5.898 2.461
H -1.312 -4.692 3.552
H -2.888 -4.406 4.248
H -2.275 -3.905 1.282
H -1.868 -2.694 2.514
H -4.499 -3.499 1.320
H -4.544 -3.097 3.041
H -4.891 -0.996 2.306
H -3.171 -0.942 2.161
H -3.449 -0.341 -0.012
H -3.929 -1.983 -0.309
H -6.269 -0.605 0.616
H -5.938 -1.122 -1.039
H -6.434 1.433 -0.658
H -4.833 1.488 0.083
H -5.543 1.076 -2.825
H -4.181 0.148 -2.150
H -3.430 2.548 -1.286
H -4.402 3.156 -2.584
H -2.148 1.160 -2.765
H -3.089 1.568 -4.179
H -2.122 4.048 -3.254
H -0.135 5.331 -2.715
H -0.281 5.725 -4.472
H 2.424 5.253 -3.199
H 2.333 7.138 -2.445
H 2.021 8.280 -3.505
H 2.361 3.379 -4.879
H 1.689 1.008 -5.007
H 0.876 1.396 -7.153
H -0.701 1.917 -6.487
H -0.009 -0.627 -7.230
H -1.343 -0.251 -6.200
H -0.233 -1.237 -4.643
H 0.022 2.189 -2.018
H -0.740 0.660 -2.310
H 1.468 -0.380 -2.674
H 2.243 1.139 -2.203
C -1.098 1.313 2.759
C -1.549 2.756 2.601
C -2.269 3.364 3.776
O -3.088 4.353 3.136
C -3.326 3.937 1.884
O -4.104 4.431 1.143
O -2.553 2.874 1.592
H -0.753 0.985 1.796
H -0.303 1.221 3.499
H -1.918 0.653 3.048
H -0.701 3.373 2.287
H -1.617 3.830 4.511
H -2.933 2.653 4.275
C 3.011 -4.395 5.309
C 2.086 -4.515 6.492
C 2.141 -5.837 7.217
O 0.827 -5.918 7.793
C -0.010 -5.203 7.001
O -1.223 -5.201 7.092
O 0.699 -4.483 6.091
H 2.831 -3.460 4.778
H 4.049 -4.416 5.637
H 2.842 -5.199 4.601
H 2.249 -3.684 7.185
H 2.901 -5.870 7.993
H 2.275 -6.683 6.540
C 2.003 6.384 -12.517
C 1.182 6.480 -11.258
C 1.929 6.173 -9.981
O 0.870 5.708 -9.126
C -0.095 5.180 -9.928
O -1.015 4.547 -9.527
O 0.150 5.470 -11.221
H 1.370 6.508 -13.394
H 2.772 7.156 -12.531
H 2.480 5.407 -12.598
H 0.692 7.454 -11.199
H 2.418 7.042 -9.548
H 2.658 5.368 -10.098
C 5.082 -0.611 0.067
C 6.470 -1.197 0.092
C 6.708 -2.243 1.155
O 8.119 -2.127 1.374
C 8.477 -0.852 1.069
O 9.530 -0.370 1.305
O 7.447 -0.208 0.452
H 5.031 0.212 -0.648
H 4.350 -1.361 -0.212
H 4.814 -0.202 1.043
H 6.736 -1.581 -0.898
H 6.452 -3.250 0.836
H 6.193 -2.017 2.092
C -4.976 6.006 8.395
C -4.299 4.693 8.101
C -4.339 4.258 6.651
O -4.251 2.829 6.762
C -4.777 2.485 7.969
O -5.024 1.374 8.298
O -4.982 3.589 8.729
H -5.003 6.189 9.468
H -4.444 6.827 7.914
H -6.008 5.999 8.042
H -3.271 4.706 8.480
H -3.482 4.661 6.031
H -5.286 4.508 6.159
C 6.972 -5.938 0.214
C 6.023 -5.073 1.003
C 6.248 -5.066 2.494
O 4.939 -4.758 3.003
C 4.043 -5.217 2.078
O 2.873 -5.300 2.240
O 4.678 -5.570 0.933
H 6.673 -5.976 -0.833
H 7.987 -5.545 0.273
H 6.967 -6.961 0.589
H 6.020 -4.053 0.604
H 6.966 -4.313 2.811
H 6.549 -6.040 2.884
```

Values from the calculation:
Frontier orbital gap, eV: 9.103
Charge: +1
Electronic energy, eV: -202852.0156
Highest occupied orbital energy, eV: -11.61